# 1
Below is the molecule C3H2Cl2N2, with properties calculated with ωB97M-V/def2-TZVPD.

```
9
C3H2Cl2N2 (ωB97M-V/def2-TZVPD)
Cl -0.691 1.527 -1.743
H -1.575 -2.000 0.107
N 0.200 1.552 2.134
C -0.108 -0.824 -0.278
H 1.491 0.743 -0.631
C 0.242 1.255 1.020
Cl 1.323 -1.684 0.407
C 0.385 0.599 -0.714
N -1.268 -1.168 -0.302
```

For the molar mass, the calculation gives 137.0 g mol⁻¹. The total energy comes out at -1145.3216 hartree. As for the SMILES: [H]/N=C(\Cl)[C@@H](Cl)C#N. For the HOMO-LUMO gap, the calculation gives 11.19 eV. The energy above the lowest of the compared OMol25 structures with the same formula, charge and spin comes out at 256.3 kJ/mol. As for the total charge: 0. The largest force on an atom is 5.32 eV Å⁻¹.


# 2
Below is the molecule C4H6N2S, with properties calculated with ωB97M-V/def2-TZVPD.

```
13
C4H6N2S (ωB97M-V/def2-TZVPD)
N -2.217 -1.050 0.259
H -1.121 -1.269 -1.530
H 1.316 1.120 -1.433
H 0.130 0.106 1.319
N -0.737 0.531 -0.659
H 1.254 -1.197 0.822
C -0.160 1.061 0.484
C -1.370 -0.667 -0.686
S 3.242 -0.397 -0.083
H -0.442 2.185 0.848
H -2.217 -0.407 1.262
C 1.604 -0.540 0.003
C 0.717 0.525 -0.605
```

For the molar mass, the calculation gives 114.2 g mol⁻¹. The total energy comes out at -663.5424 hartree. As for the SMILES: [H]/N=C\N1C[C@H]1C=S. For the HOMO-LUMO gap, the calculation gives 8.37 eV. The energy above the lowest of the compared OMol25 structures with the same formula, charge and spin comes out at 488.7 kJ/mol. As for the total charge: 0. The largest force on an atom is 5.69 eV Å⁻¹.


# 3
Below is the ion C7H15N2O with charge +1, with properties calculated with ωB97M-V/def2-TZVPD.

```
25
C7H15N2O (ωB97M-V/def2-TZVPD)
C -0.207 -0.030 -0.334
H 0.791 0.734 -2.144
N -2.363 -0.113 0.313
H 0.452 -2.268 1.298
H -2.511 1.965 -0.031
N 1.168 -0.668 -0.009
H -0.093 2.158 0.053
C 2.265 0.340 -0.249
H 2.143 -1.883 1.561
C 1.151 -1.392 1.271
H 1.875 1.234 -0.543
H -0.929 0.986 -2.183
H -2.420 1.467 1.623
H 0.974 -0.886 2.183
C -2.054 1.203 0.673
C -0.483 1.236 0.567
H -0.062 0.938 1.527
H 1.193 -1.428 -0.566
H -0.266 -0.601 -2.371
H 2.936 0.279 0.537
H -3.244 -0.586 0.593
C -1.440 -0.935 -0.206
H 2.788 -0.022 -1.162
O -1.487 -2.050 -0.583
C -0.178 0.322 -1.816
```

For the molar mass, the calculation gives 143.2 g mol⁻¹. The total energy comes out at -460.2013 hartree. As for the SMILES: C[NH+](C)[C@]1(C)CCNC1=O. For the HOMO-LUMO gap, the calculation gives 11.05 eV. The energy above the lowest of the compared OMol25 structures with the same formula, charge and spin comes out at 188.2 kJ/mol. As for the total charge: +1. The largest force on an atom is 4.55 eV Å⁻¹.


# 4
Below is the ion C6H10NO with charge +1, with properties calculated with ωB97M-V/def2-TZVPD.

```
18
C6H10NO (ωB97M-V/def2-TZVPD)
C -0.640 -2.760 0.081
H -1.139 -0.729 0.123
C 0.700 -0.881 -0.795
H -1.389 -2.915 0.854
C 1.457 0.408 -0.666
H -0.999 -3.148 -1.009
O -1.169 1.392 0.865
H 0.299 -3.239 0.447
C -0.072 1.985 0.447
H 1.393 -1.814 -0.890
H 0.240 -0.784 -1.872
H -0.918 2.878 2.254
H 2.537 0.414 -1.130
C 1.015 1.683 -0.251
N -0.414 -1.305 -0.083
H -1.638 3.386 0.693
H 1.666 2.652 -0.309
C -0.929 2.777 1.242
```

For the molar mass, the calculation gives 112.2 g mol⁻¹. The total energy comes out at -364.1834 hartree. For the HOMO-LUMO gap (alpha / beta), the calculation gives 6.38 / 6.38 eV. The energy above the lowest of the compared OMol25 structures with the same formula, charge and spin comes out at 430.1 kJ/mol. As for the total charge: +1. The largest force on an atom is 3.69 eV Å⁻¹.


# 5
Below is the molecule C18H21NO4, with properties calculated with ωB97M-V/def2-TZVPD.

```
44
C18H21NO4 (ωB97M-V/def2-TZVPD)
H 1.992 5.132 -0.173
N 1.639 -5.592 3.856
H -2.847 2.787 -4.415
C 1.837 3.421 -1.794
O -2.485 -2.064 -1.826
C -0.555 -0.540 1.291
H -3.060 2.994 -2.555
C 1.409 -4.371 4.722
O -1.356 1.772 2.203
C -0.835 -1.614 0.079
H 0.273 -4.285 5.078
H -1.618 0.325 -3.861
H -0.444 -3.842 -0.805
H 1.761 3.362 0.575
H 0.586 -0.275 3.502
H 0.277 4.311 -0.299
O 2.799 4.111 -2.468
O 1.229 2.167 -2.285
H 1.191 -4.642 1.378
H 1.821 -2.135 4.872
H 1.140 3.080 -4.212
C 1.436 4.089 -0.314
H 0.754 -5.700 3.275
C -1.896 0.511 -1.520
C 0.725 -3.550 1.407
C -1.639 1.460 -0.398
C -0.206 -3.130 0.109
C -1.211 0.972 1.141
C -2.330 2.522 -3.373
H -0.913 3.845 -2.171
H -0.910 4.182 -4.027
H 3.092 -3.010 3.728
C 0.362 -1.016 2.603
H 2.390 -5.360 3.142
C -2.281 0.913 -3.062
C -1.789 -1.107 -1.167
H 0.247 1.423 -4.123
C 1.029 -2.543 2.691
H 2.042 -4.496 5.727
C 0.433 2.410 -3.523
C 1.933 -2.953 4.010
H -3.389 0.508 -3.243
C -0.902 3.309 -3.215
H -1.730 2.621 -0.561
```

For the molar mass, the calculation gives 315.4 g mol⁻¹. The total energy comes out at -1053.5996 hartree. As for the SMILES: CC(=O)OCCCCC1=CC(=O)c2cc(CCN)ccc2C1=O. For the HOMO-LUMO gap, the calculation gives 7.25 eV. The energy above the lowest of the compared OMol25 structures with the same formula, charge and spin comes out at 1751.1 kJ/mol. As for the total charge: 0. The largest force on an atom is 8.95 eV Å⁻¹.


# 6
Below is a cluster of 2 separate species, C3H2O3 in total, with properties calculated with ωB97M-V/def2-TZVPD.

```
8
C3H2O3 (ωB97M-V/def2-TZVPD)
O -0.582 -0.776 0.036
O 0.386 -0.731 2.698
C -0.198 0.754 -1.864
H -0.255 1.383 -2.792
O 1.111 0.930 1.309
C -0.500 -0.007 -1.007
C 0.782 0.096 2.004
H -0.744 -1.649 -0.384
```

For the molar mass, the calculation gives 86.0 g mol⁻¹. The total energy comes out at -341.1691 hartree. As for the SMILES: O=C=O.C#CO. For the HOMO-LUMO gap, the calculation gives 10.21 eV. The energy above the lowest of the compared OMol25 structures with the same formula, charge and spin comes out at 177.6 kJ/mol. As for the total charge: 0. The largest force on an atom is 3.82 eV Å⁻¹.


# 7
Below is a structure of composition C2H2F3NO4RuS, with properties calculated with ωB97M-V/def2-TZVPD.

```
14
C2H2F3NO4RuS (ωB97M-V/def2-TZVPD)
O 1.235 -1.266 1.988
O -1.063 -0.388 1.395
F -1.081 -2.453 -0.726
S 0.277 -0.916 0.936
C -0.165 -2.584 0.222
H 1.694 0.669 -0.533
C 0.027 2.997 -1.045
Ru -0.984 1.248 0.085
F -0.635 -3.384 1.169
O -1.083 2.363 -1.523
O -0.095 2.991 0.309
N 0.683 0.028 -0.220
F 0.923 -3.134 -0.303
H 0.267 3.829 -1.754
```

For the molar mass, the calculation gives 294.2 g mol⁻¹. The total energy comes out at -1225.5198 hartree. For the HOMO-LUMO gap (alpha / beta), the calculation gives 7.06 / 8.14 eV. The energy above the lowest of the compared OMol25 structures with the same formula, charge and spin comes out at 0.0 kJ/mol. The multiplicity is 7. As for the total charge: 0. The largest force on an atom is 5.19 eV Å⁻¹.


# 8
Below is the molecule C4H7NO, with properties calculated with ωB97M-V/def2-TZVPD.

```
13
C4H7NO (ωB97M-V/def2-TZVPD)
H 1.052 -1.096 -1.215
H -2.697 -0.345 -0.576
C -1.746 -0.319 -0.059
N -1.297 1.003 0.371
C -0.535 0.288 -0.647
H -0.984 0.851 1.322
H 1.758 1.169 0.816
H -1.542 -1.130 0.639
O 1.049 -0.841 0.889
H 2.911 -0.113 0.161
C 0.789 -0.384 -0.426
H -0.642 0.729 -1.636
C 1.882 0.188 0.361
```

For the molar mass, the calculation gives 85.1 g mol⁻¹. The total energy comes out at -286.5192 hartree. As for the SMILES: C1N[C@H]1[C@H]1CO1. For the HOMO-LUMO gap, the calculation gives 10.78 eV. The energy above the lowest of the compared OMol25 structures with the same formula, charge and spin comes out at 295.3 kJ/mol. As for the total charge: 0. The largest force on an atom is 0.82 eV Å⁻¹.


# 9
Below is a structure of composition C30H23BrN5O5Sn, with properties calculated with ωB97M-V/def2-TZVPD.

```
65
C30H23BrN5O5Sn (ωB97M-V/def2-TZVPD)
O 1.375 -0.417 -1.621
H -0.434 1.592 3.877
H -0.308 -0.946 4.049
H -8.261 -0.557 0.592
C -1.483 3.365 -1.564
C 5.090 0.865 0.966
C -6.185 -0.663 0.066
O -3.441 -0.040 0.210
C -0.407 -1.006 2.973
C -6.915 -2.769 -1.570
N 3.329 -0.091 -0.444
C 3.396 2.117 -0.352
Sn -0.983 -1.114 -2.037
N -0.598 3.875 2.707
H 5.893 1.580 0.805
C 3.834 -3.745 -0.510
Br -7.415 -4.212 -2.684
C 3.899 3.456 0.057
C -0.407 -2.219 2.333
C -0.955 2.498 0.613
H 3.334 -4.638 -0.162
C -0.569 1.476 2.811
C -5.590 -2.372 -1.529
H -5.878 0.150 0.709
C 5.028 -3.843 -1.210
O -0.097 4.776 2.057
C -0.724 2.564 2.036
C -0.691 0.052 0.839
H -1.722 4.180 -2.232
C -0.552 0.171 2.219
N -0.664 -1.146 0.222
O -0.957 3.952 3.858
H -0.306 -3.146 2.876
C -5.228 -1.313 -0.704
C 3.282 -2.502 -0.243
C -1.403 2.065 -2.065
H 5.601 -0.548 -1.766
C 3.926 -1.362 -0.700
C -7.882 -2.123 -0.815
H 5.509 -0.136 0.936
H 5.459 -4.814 -1.409
H -1.315 4.585 0.172
C -3.802 -0.856 -0.626
H 4.843 3.686 -0.438
H -8.913 -2.444 -0.868
H 4.631 1.036 1.942
N -1.141 1.034 -1.286
O -3.007 -1.386 -1.524
C -0.535 -2.243 0.942
C 2.174 0.361 -1.062
C 5.118 -1.447 -1.405
C -1.260 3.586 -0.229
H 1.483 2.471 -1.339
H -0.533 -3.183 0.401
C 2.210 1.781 -0.947
H -4.847 -2.868 -2.134
H 4.065 3.502 1.134
C 5.671 -2.695 -1.650
H 6.601 -2.769 -2.197
H 3.172 4.219 -0.208
C -0.928 1.227 0.034
H 2.360 -2.406 0.315
H -1.556 1.862 -3.118
N 4.118 1.000 -0.107
C -7.510 -1.065 0.002
```

For the molar mass, the calculation gives 732.2 g mol⁻¹. The total energy comes out at -4595.1180 hartree. For the HOMO-LUMO gap, the calculation gives 6.85 eV. The energy above the lowest of the compared OMol25 structures with the same formula, charge and spin comes out at 45.7 kJ/mol. As for the total charge: +1. The largest force on an atom is 0.18 eV Å⁻¹.


# 10
Below is a structure of composition C5H6OS, with properties calculated with ωB97M-V/def2-TZVPD.

```
13
C5H6OS (ωB97M-V/def2-TZVPD)
O 0.033 0.028 1.383
C 0.057 0.957 0.275
C 0.059 -0.966 0.319
H -0.222 -1.967 0.613
C -0.861 -0.027 -0.511
C 1.410 0.656 -0.357
H 2.147 -1.389 -0.659
H -0.767 -0.072 -1.590
C 1.414 -0.674 -0.313
H -2.483 0.125 1.198
H -0.249 1.968 0.535
H 2.090 1.375 -0.771
S -2.628 -0.014 -0.123
```

For the molar mass, the calculation gives 114.2 g mol⁻¹. The total energy comes out at -667.4493 hartree. For the HOMO-LUMO gap, the calculation gives 10.13 eV. The energy above the lowest of the compared OMol25 structures with the same formula, charge and spin comes out at 233.3 kJ/mol. As for the total charge: 0. The largest force on an atom is 0.62 eV Å⁻¹.


# 11
Below is a cluster of 6 separate species, C20H32O16 in total, with properties calculated with ωB97M-V/def2-TZVPD.

```
68
C20H32O16 (ωB97M-V/def2-TZVPD)
H 4.851 0.925 -4.685
O 2.680 0.073 0.675
H 3.116 -0.450 -3.585
H 6.877 -3.216 -0.048
H -0.007 3.378 3.856
O 1.065 0.166 -3.376
H 0.775 -0.499 0.346
H -3.772 -3.025 2.938
O 4.350 -1.345 0.729
C -2.346 2.481 1.239
C -2.647 0.240 -1.736
H -0.801 -3.371 2.283
H -0.057 2.031 3.003
O -5.686 -1.486 -0.882
C -1.319 -1.442 2.753
C -4.163 0.266 -1.478
H -2.316 1.464 1.629
O -4.474 4.939 2.336
H -4.586 1.192 -1.867
O 4.235 -0.063 -1.011
H -5.646 -0.615 -2.715
H 5.324 -3.507 -0.777
O -0.741 -1.857 6.098
H 5.598 -3.389 1.052
H -2.510 0.760 -2.684
H 6.477 -1.100 0.645
C 2.764 1.495 -4.363
O -3.663 3.135 1.415
C -1.566 -2.909 2.907
C -3.583 4.133 2.237
C -4.965 -0.951 -1.933
C 5.813 -3.001 0.056
C 5.612 -1.482 0.103
C 3.636 -0.421 0.179
H -3.112 -3.083 1.369
H 2.613 1.759 -5.410
C 2.269 0.018 -4.086
O -1.381 -3.055 4.328
C 5.334 -0.837 -1.278
C 4.247 1.603 -4.082
O -4.293 0.096 -0.064
O -0.075 -0.157 0.070
H 6.123 -0.134 -1.545
H -4.325 -1.708 -2.386
H -0.468 -1.168 2.128
H -1.535 2.432 4.025
O 0.053 1.765 -2.198
H 4.608 2.620 -4.232
O -5.515 -1.061 1.468
C 0.896 1.429 -2.993
H 4.401 1.406 -3.021
H -0.790 3.949 1.576
H -2.195 -0.751 -1.704
O 1.815 2.231 -3.560
H -2.199 -0.950 2.341
C -1.071 -1.926 4.894
C -2.896 -3.381 2.395
O -1.026 -0.957 4.020
H -1.952 2.515 0.223
H -3.120 -4.443 2.495
H -2.116 0.878 -1.029
H 2.027 -0.402 -5.063
H 0.134 0.633 -0.429
C -5.239 -0.783 0.302
C -1.502 3.373 2.167
O -2.381 4.274 2.693
C -0.765 2.788 3.341
H 5.111 -1.525 -2.094
```

For the molar mass, the calculation gives 528.5 g mol⁻¹. The total energy comes out at -1985.1242 hartree. As for the SMILES: C[C@H]1COC(=O)O1.C[C@H]1COC(=O)O1.C[C@H]1COC(=O)O1.C[C@H]1COC(=O)O1.C[C@H]1COC(=O)O1.O. For the HOMO-LUMO gap, the calculation gives 10.01 eV. The energy above the lowest of the compared OMol25 structures with the same formula, charge and spin comes out at 168.5 kJ/mol. As for the total charge: 0. The largest force on an atom is 5.56 eV Å⁻¹.


# 12
Below is a cluster of 2 separate species, C4H7S in total, with properties calculated with ωB97M-V/def2-TZVPD.

```
12
C4H7S (ωB97M-V/def2-TZVPD)
C 0.680 -1.240 -1.421
C -0.632 0.033 1.770
S -0.533 2.682 -0.434
H -1.153 -0.307 2.656
C 0.467 -0.422 -0.385
H 0.730 0.630 -0.541
H -0.021 3.459 -1.367
H -0.490 -1.884 0.966
C -0.198 -0.841 0.857
H -0.414 1.080 1.588
H 0.223 -2.228 -1.458
H 1.341 -0.960 -2.231
```

For the molar mass, the calculation gives 87.2 g mol⁻¹. The total energy comes out at -554.7741 hartree. For the HOMO-LUMO gap, the calculation gives 6.72 eV. The energy above the lowest of the compared OMol25 structures with the same formula, charge and spin comes out at 12.6 kJ/mol. As for the total charge: -1. The largest force on an atom is 1.07 eV Å⁻¹.


> Which value of total energy does entry 1 give?

-1145.3216 hartree


Please write out number 10 again, unchanged.
Below is a structure of composition C5H6OS, with properties calculated with ωB97M-V/def2-TZVPD.

```
13
C5H6OS (ωB97M-V/def2-TZVPD)
O 0.033 0.028 1.383
C 0.057 0.957 0.275
C 0.059 -0.966 0.319
H -0.222 -1.967 0.613
C -0.861 -0.027 -0.511
C 1.410 0.656 -0.357
H 2.147 -1.389 -0.659
H -0.767 -0.072 -1.590
C 1.414 -0.674 -0.313
H -2.483 0.125 1.198
H -0.249 1.968 0.535
H 2.090 1.375 -0.771
S -2.628 -0.014 -0.123
```

For the molar mass, the calculation gives 114.2 g mol⁻¹. The total energy comes out at -667.4493 hartree. For the HOMO-LUMO gap, the calculation gives 10.13 eV. The energy above the lowest of the compared OMol25 structures with the same formula, charge and spin comes out at 233.3 kJ/mol. As for the total charge: 0. The largest force on an atom is 0.62 eV Å⁻¹.


Please write out number 6 again, unchanged.
Below is a cluster of 2 separate species, C3H2O3 in total, with properties calculated with ωB97M-V/def2-TZVPD.

```
8
C3H2O3 (ωB97M-V/def2-TZVPD)
O -0.582 -0.776 0.036
O 0.386 -0.731 2.698
C -0.198 0.754 -1.864
H -0.255 1.383 -2.792
O 1.111 0.930 1.309
C -0.500 -0.007 -1.007
C 0.782 0.096 2.004
H -0.744 -1.649 -0.384
```

For the molar mass, the calculation gives 86.0 g mol⁻¹. The total energy comes out at -341.1691 hartree. As for the SMILES: O=C=O.C#CO. For the HOMO-LUMO gap, the calculation gives 10.21 eV. The energy above the lowest of the compared OMol25 structures with the same formula, charge and spin comes out at 177.6 kJ/mol. As for the total charge: 0. The largest force on an atom is 3.82 eV Å⁻¹.